Here is a gas-phase ion, C5H13N2 (charge +1) from OMol25. Energies are from ωB97M-V with the def2-TZVPD basis set.

Calculated values
- Structure (SMILES): C=CC[C@H]([NH3+])CN
- ΔE to the lowest compared entry with this formula, charge and spin: 91.0 kcal/mol
- Charge: +1
- Total energy: -8366.8638 eV

Each atom is followed by the atoms it is bonded to, with distances in Å.
Atoms and positions in Å:
1 C 0.2274 2.2578 -2.3358  C2 1.331, H8 1.137, H9 1.201
2 C 0.4114 1.2296 -1.5111  C1 1.331, C3 1.537, H10 1.157
3 C 0.1240 1.2823 -0.0020  C2 1.537, C4 1.580, H11 1.163, H12 1.012
4 C -0.3632 -0.1469 0.4618  C3 1.580, N5 1.475, C6 1.555, H13 1.051
5 N -0.6463 -0.2554 1.9053  C4 1.475, H14 0.998, H15 1.112, H16 1.002
6 C 0.5247 -1.3782 0.1251  C4 1.555, N7 1.396, H17 1.248, H18 1.066
7 N -0.1447 -2.4233 0.7650  C6 1.396, H19 1.153, H20 0.993
8 H -0.2616 3.1833 -1.8932  C1 1.137
9 H 0.5128 2.4813 -3.4806  C1 1.201
10 H 1.1561 0.4371 -1.9044  C2 1.157
11 H 1.0201 1.5018 0.7058  C3 1.163
12 H -0.6450 1.9183 0.1651  C3 1.012
13 H -1.3243 -0.2488 0.0483  C4 1.051
14 H -0.3806 -1.1643 2.2198  N5 0.998
15 H -1.7418 -0.2846 2.0918  N5 1.112
16 H -0.1642 0.3226 2.5673  N5 1.002
17 H 0.6783 -1.5135 -1.1063  C6 1.248
18 H 1.5291 -1.1618 0.4082  C6 1.066
19 H -0.9324 -3.0553 0.2098  N7 1.153
20 H 0.5448 -3.1325 0.8482  N7 0.993

Here is 2 unconnected molecules or ions with the total composition C5H13N2 from OMol25. Energies are from ωB97M-V with the def2-TZVPD basis set.

Calculated values
- ΔE to the lowest compared entry with this formula, charge and spin: 99.1 kcal/mol
- Charge: +1
- Total energy: -8366.5150 eV

Each atom is followed by the atoms it is bonded to, with distances in Å.
Atoms and positions in Å:
1 C 3.0507 -1.0674 -0.2012  N6 1.277, H8 1.169, H9 1.159
2 C -1.3825 0.8729 1.0307  N7 1.285, H10 1.090, H11 1.112
3 C 2.4231 1.1458 0.2160  N6 1.416, H12 1.104, H13 1.080, H14 1.119
4 C -3.0988 0.1765 -0.4283  N7 1.439, H15 1.001, H16 1.031, H17 1.107
5 C -1.0273 -1.0327 -0.2033  N7 1.366, H18 1.145, H19 1.117, H20 1.028
6 N 2.1259 -0.2321 0.0765  C1 1.277, C3 1.416
7 N -1.7594 0.0820 0.0904  C2 1.285, C4 1.439, C5 1.366
8 H 2.5085 -2.0981 -0.2990  C1 1.169
9 H 4.1468 -0.7841 -0.4487  C1 1.159
10 H -0.4162 0.6752 1.4952  C2 1.090
11 H -1.9886 1.7190 1.4229  C2 1.112
12 H 3.4574 1.4768 0.0185  C3 1.104
13 H 1.8131 1.8112 -0.3762  C3 1.080
14 H 2.1215 1.5958 1.1946  C3 1.119
15 H -3.1968 -0.6740 -0.9462  C4 1.001
16 H -3.7367 0.2377 0.3787  C4 1.031
17 H -3.1424 1.1097 -1.0217  C4 1.107
18 H -1.6095 -1.9429 0.1765  C5 1.145
19 H -0.7244 -1.2215 -1.2615  C5 1.117
20 H -0.0566 -0.9623 0.1273  C5 1.028

Calculated orbital gap (eV), listed in the same order as above: 9.906; 8.238
Calculated molar mass (g/mol), listed in the same order as above: 101.2; 101.2
Calculated LUMO level (hartree), listed in the same order as above: -0.1260; -0.1818